37
Properties=species:S:1:pos:R:3:forces:R:3:nbo_charge:R:1 method="wB97M-V/def2-TZVPD" smiles="C=CC[C@H]1C(=O)NC(=O)N([C@H]2CC[C@@H](O)CC2)C1=O" e_lumo_ev=0.5313 max_force_ha_per_bohr=0.0735
C -3.286 2.279 0.138 0.174 0.362 -0.130 -0.385
C -2.465 2.750 1.097 -0.570 -0.222 -0.868 -0.192
C -2.064 1.918 2.311 -0.470 -0.133 -0.249 -0.416
C -0.521 1.813 2.453 0.142 -1.366 -0.015 -0.389
C -0.149 0.749 3.473 -1.778 0.769 1.344 0.678
O -0.201 0.959 4.645 0.350 1.168 2.082 -0.565
N -0.048 -0.540 3.097 0.797 0.477 -1.672 -0.635
C 0.222 -0.886 1.791 -0.772 -3.692 -0.214 0.795
O 0.255 -2.096 1.596 0.609 0.533 -0.720 -0.621
N 0.368 0.050 0.811 -0.954 1.395 0.889 -0.485
C 0.710 -0.284 -0.581 0.849 -0.263 -1.121 -0.045
C -0.325 -1.211 -1.229 0.295 -0.233 -0.579 -0.404
C -0.004 -1.439 -2.744 -0.296 -1.411 0.935 -0.417
C 1.464 -1.302 -3.047 1.656 0.187 0.570 0.106
O 1.803 -2.023 -4.218 -0.843 -0.078 -0.512 -0.723
C 2.313 -1.826 -1.868 -0.689 0.374 0.377 -0.420
C 2.159 -0.877 -0.650 0.025 -0.152 -0.547 -0.409
C 0.190 1.386 1.192 1.423 2.272 -1.192 0.704
O 0.735 2.266 0.554 -0.398 -0.352 -0.413 -0.557
H -3.753 1.294 0.204 0.286 0.096 0.189 0.189
H -3.575 2.811 -0.802 0.474 -0.114 1.149 0.210
H -2.054 3.767 0.980 -0.069 -0.584 0.206 0.215
H -2.488 2.352 3.246 0.455 -0.311 -0.551 0.243
H -2.489 0.906 2.182 0.068 0.371 0.130 0.215
H -0.163 2.803 2.764 0.310 -0.551 -0.178 0.273
H 0.117 -1.275 3.787 -0.209 0.478 -0.326 0.448
H 0.710 0.624 -1.243 -0.110 -0.347 1.427 0.247
H -1.342 -0.850 -1.062 0.069 0.289 -0.218 0.216
H -0.313 -2.190 -0.791 0.190 -0.342 0.589 0.228
H -0.562 -0.811 -3.386 -0.669 0.788 -0.642 0.210
H -0.307 -2.485 -2.967 0.208 0.579 -0.048 0.220
H 1.670 -0.213 -3.179 0.164 -0.498 -0.077 0.148
H 2.751 -2.126 -4.328 0.062 0.241 0.280 0.472
H 3.370 -1.935 -2.136 -0.122 0.172 -0.074 0.206
H 1.957 -2.829 -1.604 -0.005 0.087 -0.107 0.208
H 2.931 -0.095 -0.739 -0.557 0.056 0.140 0.212
H 2.384 -1.433 0.255 -0.096 -0.043 0.144 0.222